C45H69N2O32 | ωB97M-V with the def2-TZVPD basis set

```
148
Properties=species:S:1:pos:R:3
C -3.3283 -2.4828 0.4903
C -1.6901 -2.2697 0.5531
O -1.2383 -1.3158 1.3801
N -0.8328 -3.1772 -0.3009
C 0.6573 -2.9037 -0.1106
C 1.1586 -1.4823 -0.7747
C 2.2035 -1.7043 -2.0421
C 2.4865 -0.2951 -2.8729
C 1.1288 0.3960 -3.4794
C 1.4153 1.8247 -4.2804
C -0.0324 2.4757 -4.6934
C -0.7503 3.0780 -3.3421
C 0.3365 3.8127 -5.6304
N -0.9123 1.6075 -5.5564
O -0.5809 1.6605 -6.8585
C -1.0825 0.2023 -5.0400
C -1.6236 -0.6953 -6.3447
C -2.2603 0.0273 -3.8904
C 0.2852 -0.5414 -4.5321
H -3.5591 -3.1625 -0.4535
H -3.9359 -1.4817 0.3962
H -3.6156 -3.1217 1.4495
H -1.0103 -4.1724 0.0269
H 1.2492 -3.7682 -0.6750
H 0.9961 -2.9990 1.0278
H 1.7262 -0.8903 0.0793
H 0.1917 -0.8824 -1.0550
H 3.2503 -2.0490 -1.5862
H 1.7419 -2.5327 -2.7427
H 3.2108 -0.5444 -3.7700
H 3.0583 0.4495 -2.1390
H 0.4276 0.6569 -2.5796
H 1.9330 1.5001 -5.3062
H 2.1404 2.5454 -3.7114
H -1.8290 2.6751 -3.1343
H -0.0389 2.9551 -2.3913
H -0.8664 4.2594 -3.4696
H -0.5899 4.2105 -6.2266
H 0.7866 4.6019 -4.8655
H 1.2063 3.5511 -6.3840
H -2.0282 -1.7362 -5.9863
H -2.4963 -0.1158 -6.8885
H -0.7232 -0.9358 -7.0897
H -1.9122 0.2906 -2.8048
H -2.7214 -1.0620 -3.9185
H -3.1570 0.7476 -4.2096
H 0.0829 -1.6404 -4.1140
H 1.0015 -0.7101 -5.4708
C -2.5274 -2.8774 3.9054
C -1.8019 -2.9932 5.2067
O -2.7791 -2.6177 6.1586
C -3.9978 -2.8430 5.5863
O -5.0598 -2.7895 6.1839
O -3.8730 -3.1367 4.2591
H -2.1745 -3.6015 3.1660
H -2.4618 -1.8713 3.4781
H -1.4798 -4.0187 5.4160
H -0.9339 -2.3303 5.2596
C -2.4827 -3.2408 10.4356
C -3.0551 -4.3572 9.6238
O -1.9335 -5.1802 9.3658
C -1.0211 -4.9275 10.3493
O -0.0085 -5.5819 10.5340
O -1.3901 -3.8481 11.0991
H -3.2001 -2.8401 11.1570
H -2.1075 -2.4212 9.8139
H -3.8000 -4.9379 10.1781
H -3.5017 -4.0058 8.6896
C 4.5295 1.0466 1.6097
C 3.5605 1.4278 2.6815
O 2.5751 2.1642 1.9825
C 2.6292 1.7620 0.6791
O 1.8083 2.0663 -0.1702
O 3.7205 0.9745 0.4506
H 5.0113 0.0850 1.8066
H 5.3021 1.8069 1.4547
H 3.0874 0.5565 3.1466
H 4.0221 2.0400 3.4612
C -1.2145 1.8232 -10.3470
C -2.1834 2.2043 -9.2752
O -3.1689 2.9408 -9.9742
C -3.1148 2.5386 -11.2776
O -3.9356 2.8429 -12.1269
O -2.0234 1.7510 -11.5061
H -0.7327 0.8616 -10.1501
H -0.4418 2.5835 -10.5020
H -2.6565 1.3330 -8.8101
H -1.7218 2.8166 -8.4955
C -1.8564 -8.6605 10.3873
C -2.0650 -9.9534 9.6676
O -3.2193 -10.4881 10.2871
C -3.9047 -9.4367 10.8241
O -5.0313 -9.5125 11.2855
O -3.1657 -8.2899 10.7765
H -1.4110 -7.8944 9.7467
H -1.2402 -8.7762 11.2851
H -2.2700 -9.8100 8.6014
H -1.2154 -10.6328 9.7780
C 4.0281 1.4119 -12.3049
C 2.7216 1.0585 -12.9382
O 1.8053 1.1439 -11.8633
C 2.3566 1.9820 -10.9374
O 1.7660 2.4145 -9.9619
O 3.6540 2.2735 -11.2462
H 4.7031 1.9207 -12.9986
H 4.5397 0.5390 -11.8861
H 2.4256 1.7736 -13.7130
H 2.7252 0.0522 -13.3659
C 6.3949 4.9800 -12.1279
C 7.8664 5.2392 -12.1500
O 8.4218 3.9945 -11.7701
C 7.4965 3.0377 -12.0735
O 7.7091 1.8373 -12.0356
O 6.3032 3.5995 -12.4257
H 5.8563 5.5737 -12.8716
H 5.9535 5.1590 -11.1419
H 8.2303 5.4984 -13.1499
H 8.1611 6.0255 -11.4496
C -3.7270 -0.3993 14.3058
C -3.0334 0.8622 13.9050
O -2.8614 0.7095 12.5089
C -3.8143 -0.1716 12.0856
O -4.0655 -0.4047 10.9150
O -4.4496 -0.7568 13.1426
H -4.4033 -0.2518 15.1523
H -3.0249 -1.2042 14.5471
H -3.6438 1.7522 14.0910
H -2.0679 0.9828 14.4040
C 1.0925 6.5980 -9.5621
C 2.2181 6.4059 -8.5983
O 3.3276 6.1542 -9.4397
C 3.0378 6.7061 -10.6542
O 3.8394 6.8242 -11.5659
O 1.7350 7.1090 -10.7149
H 0.3428 7.3026 -9.1917
H 0.5983 5.6558 -9.8212
H 2.4198 7.3049 -8.0063
H 2.0467 5.5651 -7.9205
C -0.9580 0.3671 17.9999
C -1.9270 0.7483 19.0717
O -2.9124 1.4847 18.3727
C -2.8583 1.0825 17.0693
O -3.6792 1.3868 16.2200
O -1.7670 0.2950 16.8408
H -0.4762 -0.5945 18.1968
H -0.1854 1.1274 17.8449
H -2.4001 -0.1230 19.5368
H -1.4654 1.3605 19.8514
```

Values from the calculation:
electronic energy	-116275.749	eV
Kohn-Sham gap (spin up / spin down)	0.3327 / 0.3520	hartree
2S+1	2
E_HOMO (spin up / spin down)	-8.9 / -9.9	eV

Atom charges from the Mulliken analysis, given in e for atoms 1 to 5:
1. C -0.844
2. C 0.477
3. O -0.573
4. N -0.297
5. C -0.648

---

C29H55Br2F3N5O5Si | ωB97M-V with the def2-TZVPD basis set

```
100
Properties=species:S:1:pos:R:3
C 3.6125 -0.8779 2.2909
C 2.8955 -1.4150 1.4829
N 2.0129 -2.0002 0.5594
C 0.6380 -2.0719 1.2259
C -0.2214 -3.2531 0.7690
C -0.7811 -4.0729 1.9295
O -1.9603 -4.2447 2.0140
C 0.0110 -0.6958 1.0747
C -1.2464 -0.6345 1.9489
C -2.2949 0.3681 1.4381
C -2.8693 1.2290 2.5391
F -3.2367 0.3760 3.5377
Br -4.4864 2.1169 1.9488
C -1.8610 2.2472 3.2088
F -1.5126 1.8594 4.4042
F -2.4368 3.4206 3.3408
Br -0.2347 2.5842 2.1904
O -0.3747 -0.5440 -0.2684
C 0.5957 -0.8284 -1.2717
O 0.7408 0.2951 -2.0555
C -0.3349 0.5264 -2.9510
C -1.4170 1.4981 -2.4006
C -2.6970 0.6598 -2.1683
C -1.6440 2.6672 -3.3472
C -2.7446 3.6605 -2.9383
C -2.8303 3.8871 -1.4248
C -4.1378 3.2940 -3.4596
C 1.9936 -1.3434 -0.8253
C 3.1221 -0.3460 -1.0207
C 2.8968 1.0434 -0.3641
O 3.9669 1.4276 0.4967
Si 5.3430 2.0266 -0.2631
C 6.3404 0.7441 -1.2099
C 5.0328 3.4921 -1.4096
C 6.4633 2.6437 1.1233
C 2.3502 -2.5771 -1.7370
C 2.6394 -2.4148 -3.2281
N 4.0887 -2.1329 -3.4164
N 1.8330 -1.4877 -3.9975
N 2.4531 -3.7619 -3.8137
H 4.1200 -0.3458 3.0455
H 2.3082 -2.9781 0.4966
H 0.8368 -2.2132 2.2878
H 0.4025 -3.9211 0.1631
H -1.0487 -2.9439 0.1399
H -0.1270 -4.5363 2.6943
H 0.6813 0.0744 1.4606
H -1.6978 -1.6076 2.1122
H -0.8985 -0.2907 2.9258
H -3.1283 -0.2085 1.0456
H -1.9671 1.0037 0.6214
H 0.1552 -1.6069 -1.9006
H -0.8071 -0.3742 -3.3426
H 0.1022 1.0301 -3.8154
H -1.0478 1.8341 -1.4338
H -3.3222 1.0513 -1.3694
H -2.4406 -0.3572 -1.8813
H -3.2950 0.6144 -3.0748
H -1.8436 2.2791 -4.3486
H -0.7059 3.2191 -3.4421
H -2.4918 4.6313 -3.3610
H -1.8348 3.9519 -0.9858
H -3.4032 4.7828 -1.2080
H -3.3356 3.0748 -0.9053
H -4.6361 2.6002 -2.7845
H -4.1342 2.8298 -4.4461
H -4.7733 4.1732 -3.5306
H 4.0799 -0.7596 -0.7252
H 3.2508 -0.1145 -2.0672
H 1.9683 1.0872 0.2053
H 2.8062 1.8059 -1.1385
H 5.8163 0.3224 -2.0719
H 7.2736 1.1392 -1.5997
H 6.5330 -0.1065 -0.5536
H 4.0457 3.9430 -1.3423
H 5.8326 4.2142 -1.2767
H 5.1473 3.1307 -2.4351
H 6.6332 1.8455 1.8416
H 6.0096 3.5106 1.5997
H 7.4170 2.9397 0.6941
H 1.5086 -3.2696 -1.6242
H 3.2080 -3.1056 -1.3256
H 4.5318 -2.8962 -3.9057
H 4.2248 -1.2742 -3.9267
H 1.6065 -1.8254 -4.9164
H 2.1575 -0.5336 -4.0076
H 1.4448 -3.8853 -3.9047
H 2.7634 -3.7081 -4.7794
C -5.4466 -3.4557 6.3844
O -5.9894 -3.8619 7.3902
N -5.7245 -2.2845 5.7762
C -5.0355 -1.8581 4.5747
C -6.7485 -1.4262 6.3487
H -4.6559 -4.0320 5.8713
H -4.5290 -0.9150 4.7625
H -5.7603 -1.7235 3.7677
H -4.3018 -2.6038 4.2716
H -6.4736 -1.1550 7.3684
H -7.6995 -1.9586 6.3804
H -6.8549 -0.5259 5.7485
```

Values from the calculation:
charge	+1
electronic energy	-204759.714	eV
Kohn-Sham gap	0.2913	hartree
E_HOMO	-10.6	eV

Atom charges from the Mulliken analysis, given in e for atoms 1 to 5:
1. C -0.014
2. C -0.775
3. N 0.856
4. C -0.927
5. C -0.413

---

C5H9N3O | ωB97M-V with the def2-TZVPD basis set

```
18
Properties=species:S:1:pos:R:3
C 2.2366 0.4592 0.8846
C 1.1683 0.4921 0.1020
C 0.5692 1.7650 -0.5212
N -0.7695 1.3891 -1.0165
C -0.9766 0.1993 -0.6850
N -2.2080 -0.4437 -0.9755
O -2.2989 -1.8098 -0.9972
C 0.1375 -0.5976 -0.0401
N -0.3223 -1.2975 1.1312
H 2.7947 1.3437 1.1515
H 2.4170 -0.4907 1.4106
H 1.1810 1.9027 -1.4046
H 0.7360 2.5631 0.1461
H -2.5105 0.0213 -1.8439
H -2.2160 -1.9336 0.0198
H 0.4677 -1.2225 -0.8917
H 0.3442 -1.8639 1.7511
H -0.7504 -0.4762 1.7788
```

Values from the calculation:
electronic energy	-11845.310	eV
Kohn-Sham gap	0.3430	hartree
ΔE to the lowest compared entry with this formula, charge and spin	94.52	kcal/mol
E_HOMO	-8.6	eV
SMILES	C=C1CN=C(NO)[C@@H]1N

Atom charges from the natural (NBO) analysis, given in e for atoms 1 to 5:
1. C -0.414
2. C 0.016
3. C -0.278
4. N -0.460
5. C 0.403